No. 1
DFT (ωB97M-V with the def2-TZVPD basis set) results for 5 unconnected molecules or ions with the total composition C25H37Cl12N5O7PS in a non-equilibrium geometry.

Each line ends with the Löwdin charge.
Cartesian coordinates (Å):
C 2.119 2.912 3.435  -0.1457
C 1.636 2.094 2.225  -0.4006
P 1.758 2.977 0.586  0.9981
C 2.151 4.735 0.935  -0.2973
N 0.095 2.953 -0.085  -0.1730
C -0.796 4.118 -0.025  -0.1665
C -1.852 3.940 1.087  -0.1508
C -1.339 4.574 2.401  -0.0935
C -2.124 4.169 3.637  -0.5023
O -2.368 4.941 4.515  0.1425
O -2.539 2.873 3.736  0.0986
C -0.301 1.790 -0.592  -0.3369
N 0.475 0.698 -0.584  0.2113
C -0.264 -0.268 -1.143  -0.2448
C 0.321 -1.625 -1.319  -0.0717
C 1.038 -1.675 -2.705  -0.1567
C 2.365 -2.456 -2.666  -0.1940
C 2.168 -3.939 -3.035  -0.2041
S 2.750 -4.258 -4.698  0.5791
O 2.672 -3.063 -5.480  -0.2664
O 4.051 -4.862 -4.663  -0.2784
O 1.722 -5.307 -5.323  -0.1832
N -1.463 0.170 -1.491  0.0541
C -2.491 -0.626 -2.137  -0.0694
C -3.545 -1.242 -1.167  -0.1184
C -3.013 -1.548 0.217  -0.2277
C -2.434 -2.777 0.500  -0.0638
C -1.968 -3.094 1.758  -0.0753
C -2.064 -2.194 2.803  -0.1232
C -2.631 -0.962 2.534  -0.0681
C -3.098 -0.648 1.271  -0.0545
N -1.505 1.509 -1.163  0.0184
O -2.556 2.310 -1.426  -0.0139
N -3.808 1.844 -0.722  0.0731
O -4.698 2.255 -1.295  0.1872
H 1.794 2.410 4.347  0.0771
H 3.203 2.990 3.446  0.0775
H 1.646 3.893 3.438  0.0345
H 0.598 1.766 2.348  0.0565
H 2.230 1.189 2.115  0.0629
H 1.324 5.285 1.374  -0.0382
H 2.421 5.189 -0.017  0.0470
H 3.030 4.749 1.576  0.0475
H -0.248 5.045 0.110  0.1084
H -1.290 4.201 -0.992  0.1149
H -2.080 2.882 1.212  0.0867
H -2.734 4.504 0.778  0.1285
H -0.292 4.288 2.525  0.0873
H -1.447 5.652 2.317  0.1256
H -2.008 2.334 3.133  0.0815
H -0.413 -2.418 -1.207  0.1031
H 1.108 -1.684 -0.572  0.1259
H 1.301 -0.641 -2.942  0.1191
H 0.374 -2.011 -3.502  0.1185
H 2.811 -2.354 -1.679  0.1178
H 3.033 -1.995 -3.391  0.0981
H 2.710 -4.580 -2.342  0.1114
H 1.122 -4.248 -3.016  0.0797
H 2.004 -6.195 -5.049  0.1029
H -2.012 -1.440 -2.673  0.1078
H -3.009 -0.040 -2.898  0.1361
H -4.463 -0.658 -1.146  0.1048
H -3.830 -2.185 -1.640  0.0445
H -2.347 -3.548 -0.254  0.0587
H -1.543 -4.066 1.976  0.0999
H -1.729 -2.431 3.809  0.0076
H -2.737 -0.226 3.323  0.1050
H -3.558 0.320 1.148  0.0844
C -1.401 -5.370 6.292  -1.5263
Cl -1.867 -4.315 4.944  0.6032
Cl -2.741 -6.412 6.756  0.5444
Cl 0.021 -6.320 5.869  0.5360
H -1.151 -4.741 7.135  0.0150
C 2.641 8.207 3.406  -1.5337
Cl 3.096 8.763 1.797  0.5348
Cl 1.249 7.119 3.315  0.5469
Cl 3.995 7.409 4.202  0.5371
H 2.356 9.067 3.997  0.0163
C 6.414 -2.183 -5.659  -1.5573
Cl 6.482 -1.758 -3.943  0.5104
Cl 5.944 -0.784 -6.626  0.5263
Cl 7.960 -2.830 -6.200  0.5384
H 5.660 -2.950 -5.781  -0.0149
C -2.504 -5.911 -3.053  -1.5127
Cl -3.102 -4.280 -2.703  0.5859
Cl -1.282 -5.843 -4.320  0.5713
Cl -1.865 -6.657 -1.592  0.5521
H -3.336 -6.504 -3.409  0.0214

Net charge = +1
Orbital gap = 0.2417 Eh

---

No. 2
DFT (ωB97M-V with the def2-TZVPD basis set) results for a single C3H5IO molecule in a non-equilibrium geometry.

Each line ends with the natural charge from an NBO analysis.
Cartesian coordinates (Å):
C -0.389 1.153 0.484  -0.6136
C 0.441 -0.199 0.194  0.1602
I 2.539 0.235 -0.150  0.0258
C -0.084 -1.254 -0.647  -0.1380
O 0.105 -1.370 0.821  -0.4746
H -0.047 1.862 -0.138  0.2160
H -0.238 1.486 1.471  0.2215
H -1.421 0.933 0.327  0.2136
H -1.337 -1.060 -0.922  0.1691
H 0.431 -1.786 -1.441  0.2200

Structure (SMILES) = C[C@]1(I)CO1
Orbital gap = 0.3687 Eh
Energy relative to the best compared isomer or geometry (same formula, charge and spin) = 148.3 kJ/mol

---

No. 3
DFT (ωB97M-V with the def2-TZVPD basis set) results for a single C4H8O2 molecule.

Each line ends with the natural charge from an NBO analysis.
Cartesian coordinates (Å):
C 2.285 1.242 0.801  -0.5240
C 1.480 0.335 1.340  0.1230
O 0.434 -0.301 0.744  -0.2651
O 0.154 0.354 -0.498  -0.2657
C -0.758 -0.481 -1.191  -0.0765
C -2.053 -0.716 -0.432  -0.6410
H 3.067 1.680 1.407  0.2110
H 2.185 1.562 -0.228  0.2223
H 1.547 -0.021 2.366  0.1946
H -0.266 -1.425 -1.458  0.1741
H -0.934 0.094 -2.108  0.1964
H -2.446 0.233 -0.054  0.2170
H -1.899 -1.394 0.412  0.2200
H -2.796 -1.162 -1.101  0.2139

Structure (SMILES) = C=COOCC
Orbital gap = 0.3676 Eh
Energy relative to the best compared isomer or geometry (same formula, charge and spin) = 408.4 kJ/mol

---

No. 4
DFT (ωB97M-V with the def2-TZVPD basis set) results for a molecular structure, C6H9N2O2S3 in a non-equilibrium geometry.

Each line ends with the natural charge from an NBO analysis.
Cartesian coordinates (Å):
C -0.852 0.574 0.470  -0.5638
C 0.613 0.542 0.589  -0.1311
C 0.342 -1.710 -1.599  0.8021
C 1.554 -0.130 -0.122  -0.0645
C -1.573 -0.569 1.021  -0.3318
C -0.075 2.843 2.321  -0.7328
N 1.364 -1.170 -1.024  -0.5335
N 0.632 -2.662 -2.576  -0.7753
O -0.494 0.969 -2.165  -0.8531
O -0.873 -1.445 -1.445  -0.6411
S -3.008 -0.957 0.543  0.2127
S 1.302 1.695 1.848  0.2625
S -1.427 0.295 -1.340  1.5699
H -1.195 1.584 0.869  0.3160
H 2.559 -0.068 0.272  0.2448
H -1.251 -1.049 1.896  0.2283
H 0.422 3.570 2.840  0.2562
H -0.925 2.206 2.740  0.2329
H -0.439 3.448 1.405  0.2300
H 2.263 -1.547 -1.276  0.4347
H 1.372 -3.336 -2.571  0.4221
H -0.310 -3.083 -2.695  0.4148

Net charge = +1
Orbital gap = 0.2823 Eh
Energy relative to the best compared isomer or geometry (same formula, charge and spin) = 95.0 kJ/mol

---

No. 5
DFT (ωB97M-V with the def2-TZVPD basis set) results for 4 unconnected molecules or ions with the total composition C4H14O3 in a non-equilibrium geometry.

Each line ends with the natural charge from an NBO analysis.
Cartesian coordinates (Å):
C 0.061 -1.278 2.224  -0.4252
C 0.744 -0.744 1.255  0.0201
C 1.046 0.706 1.242  -0.6680
C 1.038 -1.490 0.019  -0.6676
H -0.017 -2.300 2.229  0.1882
H -0.238 -0.875 3.135  0.1936
H 1.623 1.079 0.424  0.2176
H 1.825 1.051 1.950  0.2286
H 0.176 1.325 1.466  0.2216
H 0.302 -2.118 -0.455  0.2377
H 1.846 -2.215 0.205  0.2239
H 1.419 -0.880 -0.823  0.2287
O -2.463 -0.468 -0.196  -0.9233
H -3.046 0.260 0.074  0.4716
H -1.898 -0.388 0.501  0.4737
O -1.021 0.032 -2.540  -0.9801
H -1.712 -0.285 -1.846  0.4958
H -1.460 0.625 -3.083  0.4630
O 0.424 2.611 -2.263  -0.9257
H 0.954 3.350 -1.899  0.4602
H 0.398 2.002 -1.621  0.4657

Structure (SMILES) = C=C(C)C.O.O.O
Orbital gap = 0.3698 Eh
Energy relative to the best compared isomer or geometry (same formula, charge and spin) = 199.3 kJ/mol

---

no.,molecular weight (g mol⁻¹)
1,1008.1
2,184.0
3,88.1
4,237.4
5,110.2